[1]
The following is a DFT calculation (ωB97M-V with the def2-TZVPD basis set) of the ion CH4FN2O with charge +1 at a distorted geometry.

## Properties
- E_HOMO (Ha) = -0.5866
- charge = +1
- frontier orbital gap (eV) = 10.8
- structure (SMILES) = [NH2+]=C(F)NO
- E_tot (Eh) = -324.73059

Geometry (Å):
N -0.744 -1.143 -0.019
C -0.840 0.126 0.068
F -1.884 0.804 0.135
N 0.552 1.117 -0.318
O 1.494 0.333 0.324
H 0.141 -1.604 -0.137
H -1.444 -1.779 0.054
H 0.480 1.962 0.171
H 2.245 0.184 -0.278

[2]
The following is a DFT calculation (ωB97M-V with the def2-TZVPD basis set) of a structure of composition C24H43FLuP2 at a distorted geometry.

## Properties
- E_HOMO (Ha) = -0.3509
- charge = +1
- frontier orbital gap (eV) = 5.4
- E_tot (Eh) = -2958.19953

Geometry (Å):
Lu 0.378 0.078 0.167
C -0.189 -0.216 2.529
C -1.435 -0.456 1.859
C 0.005 -2.166 1.288
C 0.696 -1.297 2.192
C -1.320 -1.667 1.118
C 0.111 0.966 3.384
H -0.537 1.812 3.112
H 1.159 1.290 3.287
H -0.078 0.736 4.446
C 2.124 -1.452 2.590
H 2.503 -0.539 3.074
H 2.758 -1.641 1.708
H 2.243 -2.300 3.286
C 0.582 -3.370 0.628
H 0.647 -4.212 1.339
H 1.598 -3.162 0.256
H -0.033 -3.689 -0.226
C -2.413 -2.351 0.372
H -2.966 -3.073 0.996
H -2.022 -2.897 -0.492
H -3.138 -1.623 -0.003
C -2.682 0.336 2.040
H -3.329 -0.092 2.830
H -3.262 0.361 1.107
H -2.456 1.373 2.314
C 1.050 2.284 -1.019
C 0.187 2.518 0.020
C -1.244 2.986 -0.125
C -2.034 2.281 -1.251
C -1.782 0.801 -1.349
C -0.799 0.198 -2.086
C 0.119 0.942 -3.038
C 0.786 2.237 -2.505
H -1.266 4.082 -0.282
H -1.839 2.799 -2.205
H -1.758 2.840 0.838
H 0.211 3.125 -2.823
H 2.123 2.312 -0.766
H 0.653 2.701 1.002
H 1.781 2.325 -2.995
H 0.929 0.254 -3.333
H -0.899 -0.866 -2.312
H -0.404 1.162 -3.996
H -3.110 2.438 -1.040
H -2.598 0.191 -0.962
P -0.210 1.608 -7.229
P -1.310 -0.745 -8.904
C -0.571 1.974 -9.033
C -0.593 0.690 -9.868
H 0.208 2.656 -9.403
H -1.539 2.497 -9.083
H -1.188 0.826 -10.783
H 0.427 0.395 -10.157
C -0.960 -2.063 -10.148
H -1.498 -2.970 -9.845
H 0.117 -2.273 -10.151
H -1.285 -1.755 -11.152
C -3.081 -0.477 -9.347
H -3.190 -0.342 -10.430
H -3.472 0.399 -8.818
H -3.644 -1.362 -9.028
C 1.433 2.437 -7.115
H 1.737 2.477 -6.061
H 1.380 3.452 -7.528
H 2.171 1.846 -7.673
C -1.239 2.936 -6.466
H -2.298 2.668 -6.573
H -1.047 3.900 -6.957
H -0.998 3.005 -5.397
F 2.366 0.325 0.384